47
Properties=species:S:1:pos:R:3:forces:R:3:nbo_charge:R:1 method="wB97M-V/def2-TZVPD" homo_energy_ev=-8.6954 charge=0 mol_weight_g_mol=362.45 energy_ev=-41027.77081 de_lowest_kj_mol=187.0 homo_lumo_gap_ha=0.309
S -3.629 -1.333 3.775 0.2 -0.5 0.1 2.3171
O 1.311 1.218 -3.381 -0.2 -0.1 -0.3 -0.6180
O -3.078 -1.546 5.078 0.3 -0.1 -0.2 -0.9310
O -4.847 -0.599 3.627 0.0 0.0 -0.4 -0.9346
O -3.872 -1.727 -0.240 -0.6 0.1 0.1 -0.4027
N -3.889 -2.854 3.133 0.0 0.7 0.6 -0.8369
N 2.511 2.110 -1.684 0.2 0.1 0.2 -0.6120
C -1.775 0.733 0.846 0.2 -0.1 0.1 -0.1296
C 3.661 2.497 -2.474 0.3 0.2 -0.1 -0.0610
C 4.821 0.281 -2.062 0.1 0.2 0.1 -0.6062
C -0.096 -0.530 2.021 -0.1 0.1 -0.1 -0.1835
C 4.920 1.797 -1.952 -0.3 -0.2 -0.2 -0.3942
C 0.585 0.747 0.031 0.1 0.2 -0.4 -0.1718
C -2.372 -0.613 2.722 -0.4 -0.1 0.4 -0.3283
C 3.819 4.016 -2.458 -0.1 -0.3 -0.1 -0.6065
C 1.426 1.492 -2.202 0.1 0.1 0.3 0.6350
C -2.844 -1.604 -1.097 0.8 -0.2 -0.3 0.0819
C -1.059 -1.005 2.890 0.1 0.0 0.1 -0.1944
C -2.736 0.269 1.723 -0.1 0.1 0.0 -0.2025
C -1.808 -2.398 -0.719 -0.4 0.3 -0.3 -0.3051
C -3.506 -2.615 0.707 0.6 -0.6 0.1 0.2570
C -4.471 -2.917 1.812 -0.3 0.1 -0.5 -0.2884
C -2.239 -3.061 0.457 -0.7 0.1 0.2 -0.3130
C -0.445 0.321 0.969 -0.4 -0.1 0.4 -0.0722
C 0.363 1.156 -1.219 -0.1 -0.2 0.2 -0.2465
H -5.271 -2.174 1.799 -0.1 -0.2 -0.2 0.2503
H -2.973 -0.941 -1.928 -0.1 0.1 -0.1 0.2081
H 5.777 2.149 -2.529 0.1 0.1 0.0 0.2071
H 3.446 2.157 -3.493 0.1 0.0 0.1 0.2325
H -3.768 0.571 1.648 -0.1 0.1 -0.1 0.2482
H -0.862 -2.502 -1.209 0.2 0.0 -0.2 0.2352
H -4.911 -3.912 1.679 0.0 0.2 0.1 0.2253
H 4.643 4.315 -3.101 0.1 0.1 0.0 0.2141
H -1.682 -3.774 1.030 0.1 -0.2 0.2 0.2236
H 5.727 -0.189 -1.688 0.0 -0.1 0.0 0.2102
H -0.811 -1.667 3.706 0.1 -0.1 0.1 0.2369
H 4.023 4.368 -1.448 0.0 0.1 0.1 0.1978
H 3.975 -0.093 -1.489 -0.1 -0.1 0.0 0.2028
H 2.910 4.493 -2.816 -0.1 0.1 0.0 0.2182
H 2.520 2.361 -0.708 -0.2 0.0 0.0 0.3930
H -2.051 1.425 0.067 0.0 0.1 -0.1 0.2113
H 0.933 -0.835 2.139 0.1 0.0 0.0 0.2153
H -0.633 1.156 -1.637 -0.1 0.0 0.0 0.2186
H 5.081 2.083 -0.909 0.1 0.1 0.0 0.1887
H -3.104 -3.467 3.285 0.2 -0.1 0.2 0.3970
H 4.681 -0.014 -3.099 0.0 -0.1 -0.1 0.2109
H 1.601 0.655 0.397 0.1 0.0 0.0 0.2022

=====

55
Properties=species:S:1:pos:R:3:forces:R:3:mulliken_spin:R:1 method="wB97M-V/def2-TZVPD" homo_energy_ev="-4.3312 / -4.3204" s_squared=2.01 charge=-1 spin_multiplicity=3 mol_weight_g_mol=624.89 energy_ev=-81560.37403 homo_lumo_gap_ha="0.252 / 0.223"
Pd -0.155 1.459 0.174 0.3 -0.3 -1.9 1.2979
S -2.407 -2.632 1.047 -0.2 -0.3 0.1 0.0057
S -2.370 0.235 0.221 0.4 0.3 -0.3 0.2245
P -1.652 3.680 1.452 -0.6 0.9 0.4 -0.0078
P 0.574 1.826 2.674 0.5 -0.2 1.6 -0.0054
O 1.497 2.460 1.695 -0.2 0.2 -0.2 0.0375
O 0.207 0.372 2.498 -0.2 0.1 -0.2 0.0447
O -0.747 3.642 0.266 0.2 -0.6 0.0 0.0568
O -1.595 5.207 2.009 -0.2 -0.3 0.1 0.0010
O -3.081 3.249 1.364 0.0 0.0 0.1 -0.0001
O 1.181 1.977 4.190 -0.3 0.3 -0.3 0.0009
O 0.972 1.711 -1.764 -0.7 0.5 0.6 0.1060
N 0.501 -0.537 -0.350 0.5 0.8 0.0 0.1158
N -0.271 -1.486 0.210 -0.1 -1.2 0.4 0.0325
N -2.064 1.585 2.993 -0.4 -0.6 -0.4 -0.0023
C 2.597 -0.032 -1.381 0.1 1.0 0.0 -0.0455
C 4.391 1.620 -2.790 -0.1 0.1 0.0 -0.0042
C -1.066 2.680 2.958 0.6 0.3 -0.7 0.0138
C -1.596 -3.931 0.029 -0.1 0.4 0.4 0.0034
C -1.502 -1.232 0.454 0.4 0.0 -0.3 0.0050
C 2.164 1.276 -1.832 0.3 -0.5 -0.1 0.0310
C -1.045 -3.059 -3.611 0.0 0.0 -0.1 -0.0003
C 2.315 -2.100 0.081 -0.2 0.0 -0.1 0.0230
C 3.152 2.091 -2.464 -0.1 0.0 -0.2 0.0214
C -3.401 -3.171 -3.188 -0.1 0.0 0.0 -0.0005
C -1.151 3.492 4.229 0.0 0.3 0.2 -0.0002
C -1.839 -3.634 -1.416 0.0 -0.1 -0.2 -0.0027
C -0.791 -3.404 -2.295 -0.1 -0.1 0.1 0.0013
C -2.348 -2.939 -4.060 0.0 0.0 -0.1 0.0004
C 4.747 0.305 -2.475 0.3 -0.3 -0.1 0.0134
C 3.871 -0.483 -1.773 0.0 0.0 0.1 -0.0097
C -3.145 -3.514 -1.876 0.0 -0.1 -0.1 0.0014
C 1.758 -0.847 -0.558 -0.8 -0.6 0.2 0.0433
H -2.119 3.994 4.278 0.0 0.1 0.1 0.0003
H -4.421 -3.061 -3.527 -0.1 0.0 0.0 0.0000
H -2.812 1.931 2.295 0.1 -0.4 0.5 -0.0012
H -1.550 0.741 2.625 -0.5 0.2 0.3 0.0001
H 1.670 -2.378 0.911 0.1 -0.1 -0.1 -0.0012
H 0.228 -3.472 -1.944 0.1 0.0 0.1 0.0002
H -3.958 -3.660 -1.178 -0.1 0.0 0.0 -0.0004
H 2.336 -2.925 -0.633 0.1 -0.1 0.0 -0.0007
H 4.162 -1.500 -1.543 0.0 0.0 0.1 0.0000
H 3.321 -1.927 0.455 0.1 0.0 -0.1 0.0007
H -0.536 -3.930 0.273 -0.1 -0.1 0.0 -0.0014
H 1.848 1.297 4.277 0.4 -0.3 0.2 0.0001
H -2.546 -2.645 -5.080 0.0 0.0 -0.1 0.0000
H 5.098 2.260 -3.303 0.0 0.0 0.0 -0.0004
H -0.222 -2.864 -4.283 0.1 0.0 0.0 -0.0001
H -2.063 -4.864 0.344 0.0 -0.1 0.0 0.0001
H -0.365 4.242 4.245 -0.1 0.1 0.0 0.0001
H 2.842 3.088 -2.740 0.0 0.1 0.0 -0.0010
H -1.016 2.854 5.103 0.0 0.0 0.0 0.0000
H -2.447 1.393 3.917 0.1 0.1 -0.1 0.0005
H -0.856 5.639 1.582 0.3 0.2 -0.2 0.0017
H 5.709 -0.082 -2.786 0.0 -0.1 0.0 0.0009

=====

51
Properties=species:S:1:pos:R:3:forces:R:3:nbo_charge:R:1 method="wB97M-V/def2-TZVPD" homo_energy_ev=-7.6471 charge=0 mol_weight_g_mol=668.04 energy_ev=-196036.90136 homo_lumo_gap_ha=0.219
I 0.759 0.502 -2.336 0.1 0.0 0.1 0.0479
Br -2.743 2.739 -1.674 -0.1 0.1 0.1 -0.0258
Br -2.094 -3.023 2.745 0.1 0.0 -0.3 -0.2954
P -2.910 -2.014 0.889 -1.0 0.1 0.6 0.6248
P -0.941 -1.112 0.103 0.9 -0.1 -0.3 0.8008
O -3.186 -3.237 -0.175 -0.1 0.1 -0.1 -0.9961
O 9.930 2.568 2.381 0.0 0.0 0.0 -0.4834
O -6.703 0.614 -5.263 0.0 0.0 0.0 -0.4766
O 5.969 -0.932 2.101 0.0 0.0 0.0 -0.4901
O -6.065 -1.885 -0.642 0.0 -0.2 0.0 -0.5160
C 7.442 0.288 3.472 0.0 0.0 0.0 -0.2306
C -2.969 2.491 0.248 0.4 -0.5 0.0 -0.4054
C -6.214 -1.317 -1.705 0.1 0.1 0.0 0.4848
C 3.126 -0.247 0.483 -0.3 0.3 0.2 -0.5982
C -7.505 -0.681 -2.060 0.0 0.0 0.0 -0.2272
C -7.665 -0.053 -3.222 0.0 0.0 0.1 -0.2235
C 7.464 0.465 0.940 0.0 0.0 0.0 -0.2220
C 8.437 1.169 3.543 -0.1 0.0 0.0 -0.2271
C -5.264 -0.596 -3.847 0.0 0.0 0.0 -0.2046
C -2.875 1.003 0.597 0.3 0.9 -0.1 -0.4334
C -6.557 0.040 -4.206 0.0 0.0 -0.1 0.4726
C 1.648 0.074 0.581 -0.1 0.0 -0.2 -0.4540
C -1.405 0.567 0.753 -0.6 -0.4 -0.3 -0.7370
C 0.812 -0.600 -0.493 -0.3 0.1 0.1 -0.6356
C -5.106 -1.225 -2.686 0.0 0.0 0.0 -0.2493
C 8.458 1.346 1.010 0.0 0.0 0.0 -0.2318
C 9.024 1.767 2.317 0.0 0.0 0.0 0.4755
C 6.877 -0.132 2.166 0.0 0.0 0.0 0.4756
H 7.037 0.144 -0.001 0.0 0.0 0.0 0.2328
H 3.546 0.127 -0.444 0.1 0.0 -0.2 0.2076
H -8.297 -0.759 -1.326 0.0 0.0 0.0 0.2333
H 3.263 -1.319 0.549 0.3 -0.2 0.0 0.2088
H 1.274 -0.267 1.549 0.0 -0.1 0.2 0.2035
H -3.386 0.471 -0.192 -0.3 -0.4 0.0 0.2205
H -4.470 -0.515 -4.578 0.0 0.0 0.0 0.2364
H 8.901 1.794 0.130 0.0 0.0 0.0 0.2343
H -4.157 -3.296 -0.244 0.3 -0.1 -0.1 0.5138
H -8.598 0.418 -3.504 0.0 0.0 0.0 0.2349
H 3.642 0.229 1.308 0.3 0.0 0.1 0.2152
H 1.495 1.148 0.548 -0.1 0.2 0.1 0.2085
H -1.142 0.552 1.804 0.2 0.1 0.3 0.2522
H -3.414 0.891 1.527 -0.2 -0.4 0.2 0.2303
H 6.999 -0.160 4.352 0.0 0.0 0.0 0.2336
H 1.297 -1.540 -0.735 0.0 -0.3 -0.3 0.2160
H -0.786 1.292 0.243 0.4 0.1 -0.1 0.2476
H -3.905 2.923 0.567 -0.3 0.1 -0.3 0.2234
H -1.328 -1.438 -1.227 -0.2 0.1 0.1 -0.0205
H -2.161 3.042 0.704 0.2 0.3 0.1 0.2121
H -0.246 -2.111 0.870 -0.1 0.2 0.2 -0.0327
H 8.863 1.490 4.484 0.0 0.0 0.0 0.2339
H -4.171 -1.695 -2.402 0.0 0.0 0.0 0.2357

=====

80
Properties=species:S:1:pos:R:3:forces:R:3:mulliken_spin:R:1 method="wB97M-V/def2-TZVPD" homo_energy_ev="-5.6294 / -5.6294" s_squared=0.76 charge=-1 spin_multiplicity=2 mol_weight_g_mol=1147.18 energy_ev=-151025.78249 de_lowest_kj_mol=282.1 homo_lumo_gap_ha="0.289 / 0.257"
Hf 0.351 -1.418 0.555 -0.9 0.1 1.7 -0.0228
S -0.899 1.471 2.487 -2.3 -1.8 0.2 0.0076
S -2.494 -0.686 -0.536 2.2 2.1 3.5 -0.0058
S 3.251 -1.897 1.668 -3.9 0.8 1.2 0.0020
S -0.648 -2.937 3.167 -1.3 0.1 -0.5 -0.0003
S 0.953 -2.854 -2.054 -1.0 4.1 -0.6 0.0017
F 0.253 0.865 4.888 0.5 0.6 -1.2 0.0000
F 1.581 1.878 3.412 -0.3 0.0 0.5 0.0002
F -2.851 -2.472 -2.424 0.1 -0.7 1.0 0.0000
F 0.023 2.960 4.519 0.3 0.1 -0.5 0.0000
F 5.734 -1.003 1.168 1.0 1.5 0.5 0.0000
F 0.411 -4.271 5.247 0.0 -0.1 -0.3 0.0000
F 5.479 -3.022 0.615 0.4 -1.1 -0.1 0.0000
F 1.669 -5.278 -1.358 -0.2 -0.6 -0.6 0.0000
F 1.723 -4.930 -3.550 -0.7 -0.9 -0.6 0.0000
F 1.796 -4.080 3.567 -1.5 -0.2 0.4 0.0000
F 3.254 -4.131 -2.286 -1.0 -0.2 -0.1 0.0000
F 0.123 -5.454 3.434 -0.1 -0.3 0.2 0.0000
F -4.577 -1.405 -1.900 -1.1 0.3 0.2 0.0000
F 4.663 -1.501 -0.617 -0.4 0.9 -2.1 -0.0001
F -3.909 -2.913 -0.454 0.7 0.8 -1.6 0.0000
O -0.053 -3.031 -1.009 -2.9 -2.9 0.3 0.0003
O 0.555 -2.230 -3.310 0.6 -2.4 1.0 -0.0009
O -1.994 -1.240 0.746 -2.1 -1.3 1.5 -0.0030
O -2.055 0.758 3.038 1.7 1.6 0.0 0.0003
O -1.909 -2.921 3.893 2.2 -0.6 -0.8 0.0000
O -0.659 -3.225 1.727 -0.8 -2.6 -2.2 -0.0002
O 0.132 -1.740 3.026 2.0 3.1 2.1 -0.0003
O 2.470 -0.628 1.480 0.6 0.9 -1.0 -0.0021
O 1.203 0.824 -1.181 -0.4 5.6 -2.6 0.5627
O 1.730 -1.913 -1.239 3.1 1.5 -0.5 0.0065
O -1.119 2.783 1.919 0.6 -0.7 0.3 0.0013
O 2.199 -2.807 1.046 1.7 -0.9 0.6 -0.0004
O -3.256 0.548 -0.460 0.5 -2.1 -0.8 0.0015
O -0.211 0.500 1.562 1.4 0.4 -0.5 0.0123
O -1.140 -0.628 -1.095 1.1 0.9 -3.5 0.0146
O 3.533 -2.083 3.082 1.2 -0.5 -2.1 0.0000
N -7.089 -0.898 2.577 1.5 -1.1 -0.8 0.0000
N 1.063 2.193 -1.753 1.2 -4.5 0.9 0.3704
C 1.393 4.814 -3.018 -0.3 0.3 -0.4 -0.0080
C 1.868 3.220 0.440 -1.2 -0.2 0.2 -0.0298
C -5.840 -1.068 2.015 0.0 2.6 -2.2 0.0000
C 1.929 -4.473 -2.363 1.5 2.4 1.7 0.0001
C -5.934 -2.518 3.642 -1.8 -0.4 0.4 0.0000
C 4.946 -1.828 0.574 -2.6 -1.4 2.6 0.0000
C 0.462 3.768 -3.639 0.9 0.2 1.3 0.0101
C 0.346 1.815 3.912 -1.1 -1.1 0.2 -0.0002
C 2.156 1.942 -4.079 0.4 -1.1 -0.2 0.0184
C 1.421 4.621 -1.503 1.1 0.6 -1.8 0.0061
C -5.126 -2.035 2.616 1.1 -0.2 0.7 0.0000
C -0.340 1.436 -3.834 0.5 -0.4 0.8 0.0041
C -7.144 -1.877 3.496 -1.5 -0.1 2.5 0.0000
C -3.528 -1.984 -1.372 0.3 -0.3 0.0 0.0004
C 3.492 3.036 -1.286 -0.4 0.1 -1.8 0.0272
C 1.948 3.238 -1.128 0.2 -0.4 3.5 0.0176
C 0.879 2.262 -3.285 -1.1 1.0 -0.9 0.0058
C 0.497 -4.282 3.916 0.6 1.1 -0.4 0.0000
H 2.269 4.150 0.842 0.5 0.0 -0.3 -0.0006
H 3.702 3.275 -2.329 0.7 -0.1 0.0 -0.0022
H -0.499 3.993 -3.177 -0.3 -0.4 -0.2 -0.0033
H 0.398 4.009 -4.700 -0.1 -0.8 -0.2 -0.0002
H 4.119 3.652 -0.641 -0.6 0.6 0.0 0.0022
H 0.855 3.242 0.843 -0.2 -0.3 -0.4 0.0135
H 3.864 2.038 -1.055 -0.7 -0.3 -0.2 -0.0011
H 1.966 1.334 -4.963 -0.7 0.5 -0.4 -0.0002
H -4.082 -2.302 2.544 0.0 0.3 -0.6 0.0000
H 2.354 4.910 -3.523 0.5 -0.8 0.3 0.0003
H 2.729 2.812 -4.401 0.0 0.0 0.2 -0.0006
H -0.155 0.368 -3.945 0.2 -0.1 0.6 -0.0016
H -5.564 -0.372 1.237 0.3 -0.1 -0.1 0.0000
H -7.819 -0.249 2.320 0.4 -0.3 0.0 0.0000
H 2.819 1.211 -3.618 0.1 0.4 0.8 0.0022
H 2.098 5.380 -1.111 0.1 -0.1 0.4 -0.0006
H 0.422 4.893 -1.163 0.0 -0.7 0.5 -0.0049
H -1.218 1.575 -3.202 0.1 0.0 0.1 -0.0011
H -0.621 1.727 -4.846 0.3 0.6 0.0 -0.0001
H 2.379 2.385 0.919 0.0 -0.1 -0.3 0.0009
H -5.714 -3.226 4.427 0.0 -0.1 -0.2 0.0000
H -8.043 -1.892 4.093 0.1 -0.4 0.3 0.0000
H 1.030 5.815 -3.254 -0.6 0.1 0.2 -0.0002

=====

50
Properties=species:S:1:pos:R:3:forces:R:3:nbo_charge:R:1 method="wB97M-V/def2-TZVPD" homo_energy_ev=-8.9232 charge=0 mol_weight_g_mol=414.52 energy_ev=-54596.78965 de_lowest_kj_mol=9.4 homo_lumo_gap_ha=0.338
S -2.185 -4.415 1.296 0.5 0.1 0.2 2.3253
S 0.652 0.795 -2.582 -0.1 -0.1 0.6 2.3420
F -3.147 -0.632 5.660 0.0 -0.1 -0.1 -0.3127
O 1.969 0.606 -3.129 0.0 -0.2 0.3 -0.9488
O -1.957 -5.715 1.846 0.2 0.0 0.2 -0.9269
O -0.430 1.042 -3.488 -0.2 0.1 0.1 -0.9424
O -3.170 -4.242 0.277 0.0 0.3 0.1 -0.9170
N -0.666 -3.935 0.761 -0.6 -0.7 0.4 -0.8575
N 0.633 1.993 -1.437 0.0 -0.7 -0.8 -0.7057
C -0.172 3.172 -1.635 -0.3 0.5 -0.3 -0.2127
C 0.564 4.353 -2.277 0.0 -0.2 0.0 -0.4074
C 0.910 -2.713 -0.584 -0.2 -0.1 0.1 -0.2619
C 1.121 3.984 -3.645 -0.1 0.2 0.2 -0.6219
C -3.591 -2.419 2.564 0.0 0.0 0.0 -0.1684
C 1.222 -1.612 -1.357 0.0 0.0 -0.1 -0.1571
C -1.005 -0.765 -1.057 0.0 0.0 0.1 -0.1586
C -3.822 -1.524 3.595 0.1 0.0 0.2 -0.2776
C -0.369 -2.846 -0.038 0.0 0.7 -0.4 0.1732
C -1.327 -1.861 -0.279 0.1 0.1 -0.1 -0.2156
C -2.934 -1.500 4.659 0.0 -0.1 -0.2 0.4193
C -2.492 -3.254 2.622 0.0 -0.4 -0.6 -0.3530
C 0.265 -0.642 -1.588 0.3 0.4 -0.4 -0.3672
C -1.834 -2.341 4.729 -0.1 0.0 0.0 -0.2669
C -1.617 -3.231 3.692 0.0 0.1 0.2 -0.1603
C 3.052 2.329 -0.842 0.0 -0.1 0.2 -0.4217
C 4.054 2.090 0.281 -0.2 0.1 -0.2 -0.6042
C 1.639 1.929 -0.406 0.6 -0.1 0.1 -0.2175
H 1.662 4.824 -4.078 0.1 0.0 -0.1 0.2107
H 5.054 2.375 -0.037 0.1 0.0 0.1 0.2156
H -0.147 5.177 -2.375 0.0 0.0 0.1 0.2061
H -4.256 -2.487 1.718 -0.1 0.1 -0.1 0.2496
H -1.176 -2.293 5.582 0.1 0.0 0.1 0.2381
H -0.984 2.861 -2.294 -0.1 0.2 0.1 0.2321
H 1.796 3.135 -3.567 0.1 0.0 -0.1 0.2159
H 1.368 4.687 -1.620 0.0 0.1 0.1 0.1912
H 1.664 0.891 -0.053 0.1 0.1 0.2 0.2019
H 0.314 3.703 -4.316 0.0 0.0 -0.1 0.2150
H -1.735 -0.001 -1.272 -0.2 0.1 0.0 0.2341
H 3.070 3.382 -1.125 0.0 0.0 -0.1 0.1961
H -0.785 -3.915 3.707 0.2 0.0 0.1 0.2382
H 2.199 -1.491 -1.800 0.1 -0.1 0.0 0.2462
H 1.309 2.559 0.426 -0.1 -0.1 0.0 0.2039
H -2.320 -1.981 0.118 -0.1 0.1 0.0 0.2220
H 3.794 2.676 1.161 0.0 0.0 0.1 0.1979
H 1.649 -3.480 -0.403 0.1 -0.1 0.0 0.2155
H 0.030 -4.660 0.825 -0.1 -0.2 0.1 0.4269
H 4.071 1.040 0.562 0.0 -0.1 0.1 0.2001
H -4.669 -0.858 3.588 -0.1 0.1 0.0 0.2401
H 3.321 1.739 -1.717 0.0 0.1 0.0 0.2333
H -0.592 3.471 -0.667 0.0 -0.1 -0.1 0.1925

=====

47
Properties=species:S:1:pos:R:3:forces:R:3:nbo_charge:R:1 method="wB97M-V/def2-TZVPD" homo_energy_ev=-11.7495 charge=+1 mol_weight_g_mol=517.71 energy_ev=-36265.81178 de_lowest_kj_mol=188.2 homo_lumo_gap_ha=0.228
Ir -0.489 0.914 1.438 -0.3 -0.3 0.1 0.9370
Si 2.445 -1.169 0.784 0.0 0.0 0.0 1.6324
O -0.862 2.466 0.310 0.0 -0.1 0.1 -0.6913
N -0.581 -0.793 2.186 0.2 0.6 -0.4 -0.3820
N -1.297 0.811 -1.250 0.0 0.0 0.1 -0.3868
N -0.974 0.017 -0.172 0.1 0.0 -0.1 -0.1980
C -0.810 -1.162 3.489 -0.1 -0.3 0.3 -0.0488
C -0.527 -1.877 1.155 0.1 0.0 0.0 0.0100
C -2.076 3.771 -4.136 0.0 0.0 0.0 -0.2099
C -1.318 -2.374 3.811 0.1 0.3 0.0 -0.1340
C 3.880 -2.363 0.776 0.0 0.0 0.0 -1.1141
C 2.697 0.031 2.204 0.0 -0.1 0.0 -1.1093
C -1.444 3.116 -1.913 0.0 0.0 0.0 -0.0933
C -1.504 5.445 -2.500 0.0 0.0 0.0 -0.2101
C -1.191 2.070 -0.917 0.0 0.0 -0.1 0.5790
C -1.673 -3.326 2.792 0.0 0.0 -0.1 -0.2373
C -1.905 5.105 -3.784 0.0 0.0 0.0 -0.1612
C -1.846 2.775 -3.205 0.0 0.0 0.0 -0.1730
C -1.315 -2.079 -1.362 0.0 0.0 0.0 -0.6960
C -1.347 -3.077 1.520 -0.1 0.0 0.0 -0.1136
C -1.275 4.454 -1.561 0.0 0.0 0.0 -0.1759
C 0.954 -2.348 1.044 0.0 0.0 0.0 -0.8486
C 2.331 -0.291 -0.863 0.0 0.0 0.0 -1.1272
C -0.966 -1.264 -0.172 0.0 0.0 0.0 0.3775
H -2.194 -4.232 3.070 0.0 0.0 0.0 0.2471
H -2.086 5.881 -4.515 0.0 0.0 0.0 0.2266
H 3.966 -2.893 1.727 0.0 0.0 0.0 0.2449
H -1.373 6.484 -2.230 0.0 0.0 0.0 0.2275
H 3.333 -0.006 -1.192 0.0 0.0 0.0 0.2595
H -1.578 -3.778 0.730 0.0 0.0 0.0 0.2356
H -2.274 -2.577 -1.209 0.0 0.0 0.0 0.2577
H -1.508 -2.600 4.851 0.0 0.0 0.0 0.2466
H 1.175 -2.931 1.945 0.0 0.0 0.0 0.2537
H 0.994 -3.071 0.221 0.0 0.0 0.0 0.2465
H 3.688 0.482 2.117 0.0 0.0 0.0 0.2590
H 1.913 -0.939 -1.638 0.0 0.0 0.0 0.2402
H -0.638 -0.391 4.229 0.0 0.0 0.0 0.2281
H -0.560 -2.849 -1.530 0.0 0.0 0.0 0.2463
H 4.817 -1.827 0.613 0.0 0.0 0.0 0.2525
H 3.787 -3.109 -0.016 0.0 0.0 0.0 0.2450
H -1.389 -1.442 -2.238 0.0 0.0 0.0 0.2763
H 1.730 0.620 -0.829 0.0 0.0 0.0 0.2371
H -0.967 4.708 -0.557 0.0 0.0 0.0 0.2338
H -2.390 3.510 -5.137 0.0 0.0 0.0 0.2269
H 2.654 -0.477 3.171 0.0 0.0 0.0 0.2442
H -1.976 1.735 -3.467 0.0 0.0 0.0 0.2316
H 1.968 0.847 2.213 0.2 0.0 0.0 0.2077